The following is a DFT calculation (ωB97M-V/def2-TZVPD) of 7 unconnected molecules or ions with the total composition C6H28NO6 in a non-equilibrium geometry.

LUMO energy: -2.57 eV
HOMO: -13.56 eV
Kohn-Sham gap: 11.0 eV

ORCA input file:
```
! wB97M-V def2-TZVPD RIJCOSX def2/J DEFGRID3
* xyz 1 1
O 2.17 2.04 3.22
O 2.59 -0.16 1.53
O -3.30 -1.93 0.66
O -3.29 1.50 1.33
O 2.56 -2.76 0.33
O -0.91 -3.95 0.02
N 0.07 -1.38 -0.83
C -0.75 2.76 1.23
C -0.26 1.81 -0.85
C 0.02 -0.54 -2.00
C 0.39 2.39 0.31
C 0.59 0.92 -1.70
C 0.66 -1.32 -3.09
H 0.68 1.37 -2.71
H -0.43 3.41 2.05
H -1.10 -0.26 -2.19
H -0.74 2.69 -1.53
H 3.28 -2.28 -0.14
H -1.45 3.38 0.59
H 0.88 -1.48 -0.29
H 0.53 -0.79 -4.11
H 3.23 0.05 0.84
H -3.48 -2.33 1.39
H 1.70 2.38 4.02
H 1.67 -1.61 -3.18
H -1.60 -3.62 0.51
H 1.72 0.89 -1.32
H -0.18 -2.37 -1.08
H 1.23 1.81 0.79
H -4.07 1.15 0.74
H -0.07 -4.01 0.54
H -1.09 1.22 -0.59
H -1.31 1.97 1.69
H 2.83 0.62 2.19
H 0.29 -2.38 -3.17
H -0.71 -0.99 -0.22
H -4.02 -2.23 0.13
H 1.45 2.71 2.63
H -3.68 1.81 2.11
H 0.90 3.24 -0.11
H 3.02 -3.73 0.26
*
```

The following is a DFT calculation (ωB97M-V/def2-TZVPD) of 9 unconnected molecules or ions with the total composition C6H29NO8 in a non-equilibrium geometry.

LUMO energy: -0.18 eV
HOMO: -9.17 eV
Structure (SMILES): C=C(C)C[C@H](C)N.O.O.O.O.O.O.O.O
Kohn-Sham gap: 9.0 eV

ORCA input file:
```
! wB97M-V def2-TZVPD RIJCOSX def2/J DEFGRID3
* xyz 0 1
O 2.85 -1.59 -1.91
O 1.53 -3.86 0.74
O 1.54 -1.34 3.99
O 0.78 -1.83 -3.75
O -3.12 -0.66 3.31
O -1.62 -2.95 -2.72
O -1.95 4.18 -0.94
O -2.21 3.32 1.75
N 0.50 2.67 -0.27
C -1.01 -0.22 0.09
C 2.51 1.41 0.48
C -2.02 0.64 -0.60
C 1.08 1.28 -0.13
C -1.19 -1.53 0.26
C 0.24 0.36 0.74
H -0.11 0.90 1.63
H 1.83 -4.08 -0.16
H 3.71 -1.98 -2.16
H 1.18 -1.65 -4.60
H -2.13 1.64 -0.16
H 1.86 -1.46 3.08
H -1.30 3.54 1.55
H 0.88 -0.30 1.35
H -3.55 0.18 3.10
H -2.08 -2.73 -3.55
H 3.32 1.61 -0.24
H -2.67 3.89 1.13
H -2.06 -2.11 -0.03
H -1.98 3.25 -1.15
H 1.40 -1.57 -3.04
H -0.98 4.23 -0.94
H 2.64 2.18 1.23
H 1.43 -2.26 4.27
H -0.39 -2.13 0.67
H 0.66 2.89 -1.25
H 2.69 -1.94 -1.03
H -2.22 -0.76 2.96
H 1.12 3.25 0.28
H -1.89 0.78 -1.66
H 2.71 0.46 0.96
H -0.69 -2.68 -2.72
H 1.09 0.90 -1.18
H 0.61 -4.14 0.88
H -2.99 0.19 -0.28
*
```

The following is a DFT calculation (ωB97M-V/def2-TZVPD) of a molecular structure, C6H2InO4 in a non-equilibrium geometry.

LUMO energy: -8.60 eV
HOMO: -13.39 eV
Kohn-Sham gap: 4.8 eV

ORCA input file:
```
! wB97M-V def2-TZVPD RIJCOSX def2/J DEFGRID3
* xyz 1 1
In 3.31 2.41 -1.74
O 2.13 -0.13 -0.98
O -2.54 -0.27 1.56
O 1.06 2.15 0.07
O -1.63 -2.55 -0.20
C 1.03 -0.23 -0.41
C 0.44 1.09 0.23
C -1.48 -0.22 0.81
C 0.25 -1.37 -0.51
C -0.87 1.00 0.83
C -0.96 -1.45 0.04
H 0.55 -2.18 -1.16
H -1.30 1.76 1.46
*
```

The following is a DFT calculation (ωB97M-V/def2-TZVPD) of a molecular structure, C6H2NO3 in a non-equilibrium geometry.

LUMO energy (spin up / spin down): 3.25 / 3.25 eV
HOMO (spin up / spin down): -4.27 / -4.27 eV
Kohn-Sham gap (spin up / spin down): 7.5 / 7.5 eV

ORCA input file:
```
! wB97M-V def2-TZVPD RIJCOSX def2/J DEFGRID3
* xyz -1 1
O -1.81 2.08 0.77
O 0.73 -1.73 -0.11
O -0.41 2.80 -0.83
N -2.65 -2.59 0.44
C -0.99 2.03 -0.09
C -0.18 0.62 -0.09
C 1.68 -0.80 -0.16
C -1.72 -1.92 0.22
C -0.52 -1.29 0.06
C 1.19 0.48 -0.09
H 1.92 1.28 0.08
H 2.78 -0.95 -0.20
*
```

The following is a DFT calculation (ωB97M-V/def2-TZVPD) of 10 unconnected molecules or ions with the total composition C6H30F6O9P in a non-equilibrium geometry.

LUMO energy: 2.79 eV
HOMO: -7.63 eV
Kohn-Sham gap: 10.4 eV

ORCA input file:
```
! wB97M-V def2-TZVPD RIJCOSX def2/J DEFGRID3
* xyz -1 1
P 29.05 -23.11 -21.83
F 29.69 -23.50 -23.27
F 28.78 -21.59 -22.34
F 28.35 -22.76 -20.39
F 30.49 -22.68 -21.28
F 29.35 -24.63 -21.37
F 27.61 -23.69 -22.34
O 26.02 -21.29 -21.59
O 25.07 -24.44 -21.17
O 30.00 -27.50 -21.32
O 26.28 -23.39 -18.17
O 30.11 -25.99 -24.59
O 31.47 -20.74 -23.46
O 32.52 -19.88 -20.83
O 33.85 -23.55 -18.70
O 28.59 -25.03 -18.35
C 32.57 -23.79 -19.29
C 30.55 -25.34 -25.79
C 31.82 -25.98 -26.31
C 31.38 -19.05 -20.65
C 26.44 -22.06 -17.72
C 27.51 -22.02 -16.64
H 26.33 -23.43 -19.13
H 29.89 -26.69 -21.84
H 30.00 -25.24 -23.97
H 30.85 -20.22 -23.98
H 30.91 -21.36 -22.97
H 31.44 -18.65 -19.64
H 32.69 -25.92 -25.63
H 30.44 -19.56 -20.89
H 25.50 -21.56 -17.48
H 31.76 -23.27 -18.77
H 27.76 -24.85 -17.91
H 27.38 -22.77 -15.87
H 30.77 -24.29 -25.58
H 26.78 -21.44 -18.56
H 28.52 -22.05 -17.05
H 24.69 -24.75 -20.34
H 25.95 -22.25 -21.50
H 32.49 -20.18 -21.75
H 31.41 -18.22 -21.36
H 26.95 -21.14 -21.82
H 32.60 -23.50 -20.34
H 27.50 -21.03 -16.16
H 33.92 -22.60 -18.57
H 31.70 -27.05 -26.47
H 28.81 -24.21 -18.80
H 30.80 -27.90 -21.68
H 32.35 -24.86 -19.25
H 32.19 -25.56 -27.25
H 25.96 -24.83 -21.20
H 29.76 -25.38 -26.54
*
```

The following is a DFT calculation (ωB97M-V/def2-TZVPD) of 10 unconnected molecules or ions with the total composition C6H30O10 in a non-equilibrium geometry.

LUMO energy: 0.07 eV
HOMO: -9.43 eV
Structure (SMILES): C=C(C)CCCO.O.O.O.O.O.O.O.O.O
Kohn-Sham gap: 9.5 eV

ORCA input file:
```
! wB97M-V def2-TZVPD RIJCOSX def2/J DEFGRID3
* xyz 0 1
O -3.05 -0.77 -2.95
O -2.78 1.40 -1.17
O 2.66 1.54 2.19
O -1.37 -1.96 1.74
O -0.17 3.40 -0.09
O 2.96 -1.18 1.79
O 1.15 3.54 2.27
O -0.32 -4.38 -1.54
O 2.20 -3.65 -0.12
O -2.41 2.98 1.96
C -1.94 -1.17 0.61
C -0.91 -1.26 -0.52
C 0.52 0.06 -2.62
C 0.14 -0.23 -0.04
C 2.15 0.85 -0.99
C 0.94 0.36 -1.20
H -2.77 -1.86 0.36
H -0.03 -4.11 -2.42
H 2.74 0.57 1.97
H -1.38 -0.85 -1.46
H 1.89 -4.41 0.38
H 0.78 -0.73 0.76
H -0.40 -2.19 -0.64
H 2.61 -4.11 -0.87
H -3.07 2.33 -1.12
H 2.69 1.48 -1.67
H 0.98 2.65 2.73
H 2.88 -2.05 2.23
H 0.22 3.66 0.75
H 0.42 -1.01 -2.81
H 0.38 3.55 -0.84
H -0.33 0.57 -2.94
H -2.90 3.24 1.16
H -2.21 -0.14 0.79
H -1.58 3.32 1.67
H -0.11 0.65 0.55
H 1.81 2.99 1.70
H 2.53 -1.58 1.01
H -3.17 -1.57 -2.45
H -1.83 1.64 -1.07
H -3.24 0.09 -2.59
H -0.45 -3.56 -1.10
H 3.45 1.90 2.56
H 1.40 0.25 -3.24
H 2.47 1.06 0.02
H -0.62 -1.52 2.09
*
```

Number 1: calculated total energy -20442.38108 eV. Number 2: calculated total energy -24561.29042 eV. Number 3: calculated total energy -19605.44349 eV. Number 4: calculated total energy -13883.96483 eV. Number 5: calculated total energy -50738.40528 eV. Number 6: calculated total energy -27181.12267 eV.